Entry 1:
DFT (ωB97M-V/def2-TZVPD) results for a molecular structure, C40H41GaNO6P2S2SiTe.

Calculated values
Relative energy (zero: lowest compared OMol25 entry of this formula, charge and spin), eV: 0.2568
Gap between HOMO and LUMO, eV: 7.293
HOMO level, eV: -5.2
Total charge: -1

Element x y z (Å)
Ga  0.21  -0.58  1.24
O  3.49  -0.25  2.20
S  2.42  -1.19  2.44
O  2.74  -2.32  3.27
O  1.16  -0.45  2.95
O  1.83  -1.67  1.08
Te  -0.62  4.19  1.25
C  -1.32  5.34  -0.41
C  -2.68  5.48  -0.67
C  -3.08  6.18  -1.80
N  -2.24  6.73  -2.67
C  -0.94  6.60  -2.41
C  -0.44  5.92  -1.31
C  -0.13  2.52  0.17
P  1.48  1.75  0.30
C  2.66  2.97  0.96
C  2.93  2.92  2.32
C  3.76  3.88  2.90
C  4.32  4.87  2.11
C  4.06  4.92  0.75
C  3.23  3.96  0.17
C  2.12  1.48  -1.39
C  3.03  0.44  -1.57
C  3.56  0.19  -2.83
C  3.16  0.95  -3.92
C  2.24  1.97  -3.75
C  1.72  2.24  -2.49
P  -1.16  1.11  0.22
C  -1.45  0.48  -1.47
C  -1.61  1.37  -2.53
C  -1.78  0.90  -3.82
C  -1.77  -0.47  -4.06
C  -1.61  -1.37  -3.01
C  -1.46  -0.89  -1.71
C  -2.82  1.40  0.89
C  -2.99  1.31  2.27
C  -4.23  1.54  2.84
C  -5.32  1.86  2.03
C  -5.15  1.94  0.65
C  -3.91  1.70  0.08
H  -3.42  5.04  -0.01
H  -4.14  6.29  -2.01
H  -0.27  7.05  -3.13
H  0.63  5.85  -1.17
H  2.52  2.12  2.92
H  3.98  3.83  3.96
H  4.97  5.62  2.56
H  4.51  5.69  0.14
H  3.04  4.00  -0.89
H  3.33  -0.16  -0.71
H  4.27  -0.62  -2.95
H  3.56  0.73  -4.90
H  1.92  2.56  -4.60
H  0.99  3.02  -2.35
H  -1.56  2.44  -2.33
H  -1.89  1.60  -4.64
H  -1.88  -0.84  -5.07
H  -1.59  -2.44  -3.18
H  -1.37  -1.59  -0.90
H  -2.15  1.06  2.91
H  -4.36  1.46  3.91
H  -6.29  2.04  2.47
H  -6.00  2.18  0.02
H  -3.79  1.75  -0.99
C  2.12  -3.16  -1.79
S  0.62  -3.78  -1.02
O  -0.21  -4.36  -2.12
C  1.37  -5.16  -0.15
C  1.06  -6.45  -0.57
C  1.58  -7.53  0.13
C  2.39  -7.32  1.23
C  2.68  -6.02  1.65
C  2.17  -4.93  0.96
H  2.59  -3.97  -2.35
H  2.77  -2.76  -1.01
H  1.81  -2.36  -2.46
H  0.41  -6.58  -1.43
H  1.35  -8.54  -0.19
H  2.79  -8.16  1.78
H  3.29  -5.85  2.53
H  2.35  -3.92  1.31
C  -0.60  -4.15  2.98
Si  -1.86  -3.03  2.14
C  -2.84  -3.99  0.85
C  -3.06  -2.39  3.44
O  -1.15  -1.77  1.41
H  -1.04  -4.64  3.85
H  0.26  -3.57  3.32
H  -0.23  -4.93  2.31
H  -3.30  -4.88  1.29
H  -2.20  -4.32  0.03
H  -3.63  -3.37  0.43
H  -3.56  -3.21  3.97
H  -3.83  -1.76  2.98
H  -2.54  -1.78  4.18

***

Entry 2:
DFT (ωB97M-V/def2-TZVPD) results for 2 unconnected molecules or ions with the total composition C4H13N2O in a non-equilibrium geometry.

Calculated values
Relative energy (zero: lowest compared OMol25 entry of this formula, charge and spin), eV: 1.6047
Gap between HOMO and LUMO, eV: 9.450
HOMO level, eV: -12.5
Total charge: +1

Element x y z (Å)
C  0.11  1.38  0.13
C  -1.14  0.98  -0.60
C  -1.66  -0.39  -0.15
C  -2.45  -0.45  0.93
N  -1.17  -1.42  -0.96
N  1.18  0.30  -0.19
H  0.03  1.44  1.21
H  0.57  2.27  -0.29
H  -1.01  1.01  -1.69
H  -1.92  1.72  -0.49
H  -2.67  -1.39  1.41
H  -2.90  0.47  1.25
H  -1.59  -2.32  -0.70
H  -1.39  -1.27  -1.94
H  1.92  0.23  0.51
H  1.55  0.64  -1.07
H  0.73  -0.62  -0.19
H  4.20  -1.16  0.26
H  3.86  -0.86  1.74
O  3.74  -0.54  0.83

***

Entry 3:
DFT (ωB97M-V/def2-TZVPD) results for 3 unconnected molecules or ions with the total composition C3H11NO3 in a non-equilibrium geometry.

Calculated values
Relative energy (zero: lowest compared OMol25 entry of this formula, charge and spin), eV: 0.8185
Gap between HOMO and LUMO, eV: 9.747
HOMO level, eV: -9.3
Total charge: 0
SMILES: CNC(C)=O.O.O

Element x y z (Å)
C  1.13  1.22  -0.82
C  2.00  0.03  -0.36
N  1.55  -0.52  0.83
C  0.42  -0.08  1.59
O  2.88  -0.52  -0.98
H  1.33  1.62  -1.81
H  0.07  0.98  -0.74
H  1.38  2.00  -0.09
H  2.13  -1.28  1.16
H  0.37  -0.58  2.56
H  -0.57  -0.34  1.14
H  0.38  0.98  1.72
H  -3.43  1.15  -0.76
H  -3.21  -0.21  -0.06
O  -2.76  0.57  -0.41
H  -1.67  -1.06  -0.88
H  -0.61  -1.99  -1.31
O  -1.41  -1.98  -0.77

***

Entry 4:
DFT (ωB97M-V/def2-TZVPD) results for 2 unconnected molecules or ions with the total composition C25H41F18N3O4PS in a non-equilibrium geometry.

Calculated values
Gap between HOMO and LUMO, eV: 8.928
HOMO level, eV: -11.3
Total charge: +1

Element x y z (Å)
C  4.78  0.20  -0.60
C  4.66  -0.53  -1.92
O  5.48  -0.33  -2.81
N  3.57  -1.44  -2.07
C  3.45  -1.85  -3.46
C  3.83  -2.59  -1.18
C  2.57  -3.34  -0.71
C  1.26  -2.66  -1.05
C  0.94  -1.45  -0.18
C  -0.48  -0.93  -0.52
C  -0.37  0.25  -1.48
C  -1.76  0.85  -1.74
P  -1.40  2.20  -3.01
C  -2.78  2.15  -4.25
O  -1.53  3.62  -2.18
C  -2.29  1.38  -0.40
C  -3.51  2.29  -0.40
C  -4.61  2.03  -1.43
O  -4.75  0.64  -1.74
C  -5.94  2.51  -0.85
N  -5.81  3.88  -0.33
N  -2.36  0.31  0.67
F  -2.40  1.05  1.87
C  -3.61  -0.49  0.71
C  -3.63  -1.70  -0.20
C  -4.77  -2.62  0.22
F  -5.81  -1.88  0.71
F  -4.34  -3.38  1.26
C  -5.37  -3.46  -0.94
F  -5.43  -2.72  -2.07
F  -6.65  -3.77  -0.61
S  -4.49  -5.11  -1.31
F  -3.13  -4.52  -0.75
F  -4.09  -4.62  -2.76
F  -5.82  -5.70  -1.92
F  -4.90  -5.64  0.10
F  -3.75  -6.46  -1.59
C  -1.10  -0.49  0.79
H  3.86  0.18  -0.05
H  5.53  -0.35  -0.03
H  5.13  1.20  -0.79
H  2.45  -2.24  -3.67
H  3.59  -1.01  -4.12
H  4.16  -2.62  -3.74
H  4.39  -2.29  -0.30
H  4.48  -3.28  -1.72
H  2.64  -3.51  0.36
H  2.55  -4.34  -1.15
H  1.19  -2.39  -2.10
H  0.46  -3.39  -0.88
H  1.66  -0.67  -0.38
H  0.98  -1.76  0.86
H  -1.00  -1.74  -1.03
H  0.32  1.01  -1.12
H  -0.03  -0.15  -2.43
H  -2.40  0.09  -2.18
H  -2.30  2.32  -5.21
H  -3.46  2.98  -4.07
H  -3.27  1.19  -4.21
H  -1.90  4.31  -2.75
H  -1.47  2.01  -0.05
H  -4.00  2.22  0.57
H  -3.23  3.33  -0.47
H  -4.47  2.65  -2.31
H  -5.09  0.58  -2.63
H  -6.24  1.82  -0.07
H  -6.72  2.50  -1.62
H  -6.51  4.49  -0.74
H  -6.01  3.89  0.66
H  -3.67  -0.87  1.73
H  -4.50  0.10  0.56
H  -3.71  -1.43  -1.25
H  -2.75  -2.31  -0.11
H  -1.33  -1.32  1.44
H  -0.40  0.16  1.30
C  5.71  3.77  4.52
C  5.44  3.15  3.13
C  4.32  2.11  2.97
F  4.54  1.00  3.69
F  4.26  1.74  1.67
F  6.59  2.66  2.62
F  5.06  4.19  2.33
O  6.80  3.29  5.31
C  6.71  2.23  6.20
C  7.64  1.07  5.82
F  7.36  0.59  4.60
F  7.48  0.07  6.71
F  5.44  1.83  6.38
F  7.14  2.69  7.39
H  6.01  4.79  4.29
H  4.80  3.86  5.11
H  3.36  2.53  3.26
H  8.68  1.40  5.84